C4H9NO | ωB97M-V/def2-TZVPD

## Properties
**Orbital gap**: 10.43 eV
**Energy above the lowest of the compared OMol25 structures with the same formula, charge and spin**: 86.7 kJ/mol
**Charge**: 0

CARTESIAN COORDINATES (ANGSTROEM)
C1 -0.0470 -1.1007 1.5410
C2 0.3853 -1.4719 0.1186
N1 -0.3031 -0.6417 -0.8749
C3 0.2666 0.6195 -1.0481
O1 1.4798 0.7071 -1.0944
C4 -0.4408 1.9683 -0.9101
H1 0.5322 -1.6481 2.2932
H2 -1.1097 -1.3116 1.7090
H3 0.1134 -0.0289 1.7136
H4 1.4503 -1.2739 -0.0119
H5 0.2212 -2.5359 -0.0795
H6 -1.2565 -0.8895 -1.1012
H7 -1.4748 1.9438 -0.5704
H8 -0.3299 2.5787 -1.8128
H9 0.1630 2.4793 -0.1446



C4H9NO | ωB97M-V/def2-TZVPD

## Properties
**Orbital gap**: 10.86 eV
**Energy above the lowest of the compared OMol25 structures with the same formula, charge and spin**: 186.5 kJ/mol
**Charge**: 0

CARTESIAN COORDINATES (ANGSTROEM)
C1 1.1709 0.2625 -1.6208
C2 0.0207 -0.3306 -0.8200
O1 0.2671 -1.6964 -0.5792
C3 -0.1877 0.4316 0.4970
C4 -1.4595 0.3397 1.2444
N1 -0.2906 -0.4166 1.6832
H1 1.3268 -0.3206 -2.5328
H2 0.9571 1.3005 -1.9028
H3 2.0963 0.2376 -1.0347
H4 -0.9016 -0.2386 -1.4157
H5 0.1551 -1.8214 0.3815
H6 0.3762 1.3583 0.5980
H7 -2.2680 -0.2638 0.8374
H8 -1.7788 1.1912 1.8413
H9 0.1517 0.0031 2.4947



C4H9NO | ωB97M-V/def2-TZVPD

## Properties
**Orbital gap**: 10.50 eV
**Energy above the lowest of the compared OMol25 structures with the same formula, charge and spin**: 317.2 kJ/mol
**Charge**: 0

CARTESIAN COORDINATES (ANGSTROEM)
C1 1.6735 0.0299 0.5515
C2 0.9383 -0.6203 -0.5222
C3 -1.5753 -0.4137 -0.0073
C4 -1.5001 1.1569 -0.1613
H1 1.9715 -0.8490 1.3034
H2 2.7536 0.4277 0.1794
H3 1.2775 0.6920 1.0840
H4 1.0731 0.1188 -1.2780
H5 1.4668 -1.3925 -1.0117
H6 -0.4702 -2.0240 0.0783
H7 -0.4737 1.7563 -0.5406
H8 -2.5939 1.3386 -0.7759
H9 -1.5106 1.7798 0.9026
N1 -0.4605 -1.0385 -0.1685
O1 -2.5700 -0.9621 0.3665



C4H9NO | ωB97M-V/def2-TZVPD

## Properties
**Orbital gap**: 9.38 eV
**Energy above the lowest of the compared OMol25 structures with the same formula, charge and spin**: 593.3 kJ/mol
**Charge**: 0

CARTESIAN COORDINATES (ANGSTROEM)
C1 -1.2548 -0.8216 -0.0798
C2 0.0406 -0.1840 0.2252
C3 1.1787 -0.5414 -0.7226
O1 2.2715 0.3299 -0.6152
C4 -0.3693 1.2195 0.3865
N1 0.5236 0.6374 1.3722
H1 -1.7206 0.1359 -0.7147
H2 -1.3170 -1.6408 -0.8054
H3 -1.8869 -1.0741 0.7739
H4 1.4649 -1.5919 -0.5143
H5 0.8080 -0.5107 -1.7605
H6 2.2544 0.6374 0.3111
H7 -1.3628 1.4536 0.7848
H8 -0.6931 1.4467 -0.9257
H9 0.0628 0.5040 2.2846



C4H9NO | ωB97M-V/def2-TZVPD

## Properties
**Orbital gap**: 9.98 eV
**Energy above the lowest of the compared OMol25 structures with the same formula, charge and spin**: 205.2 kJ/mol
**Charge**: 0

CARTESIAN COORDINATES (ANGSTROEM)
C1 0.2217 -1.5710 -0.7493
N1 0.4752 -0.2160 -0.2930
C2 1.0232 -0.2426 1.0592
C3 -0.7086 0.5764 -0.4654
C4 -0.7466 2.0144 0.0200
O1 -1.3584 2.8262 -0.6209
H1 -0.4531 -2.1463 -0.1082
H2 -0.1556 -1.5816 -1.7773
H3 1.1670 -2.1015 -0.8831
H4 0.6862 -1.1040 1.6448
H5 0.7561 0.6175 1.6733
H6 2.1084 -0.2894 1.0221
H7 -1.6623 0.2086 -0.0188
H8 -0.9509 0.6844 -1.5235
H9 -0.4022 2.3250 1.0203



C4H9NO | ωB97M-V/def2-TZVPD

## Properties
**Orbital gap**: 10.41 eV
**Energy above the lowest of the compared OMol25 structures with the same formula, charge and spin**: 153.0 kJ/mol
**Charge**: 0

CARTESIAN COORDINATES (ANGSTROEM)
C1 2.0936 0.0391 0.1414
C2 0.7855 0.7517 0.0039
N1 0.0067 0.9035 1.0004
C3 -1.2430 -1.5796 -0.5595
C4 -1.1777 1.6222 0.7459
O1 -1.2821 2.5649 -0.0009
H1 2.4370 -0.3680 -0.8139
H2 2.0059 -0.7638 0.8781
H3 2.8538 0.7435 0.5011
H4 -0.3261 -1.5020 -1.1522
H5 0.5104 1.1437 -0.9847
H6 -0.9779 -1.6514 0.4982
H7 -1.8492 -0.6828 -0.7170
H8 -1.8067 -2.4618 -0.8705
H9 -2.0303 1.2408 1.3296



C4H9NO | ωB97M-V/def2-TZVPD

## Properties
**Orbital gap**: 10.57 eV
**Energy above the lowest of the compared OMol25 structures with the same formula, charge and spin**: 335.4 kJ/mol
**Charge**: 0

CARTESIAN COORDINATES (ANGSTROEM)
C1 -0.8154 -1.0932 -1.6862
C2 0.3699 -0.4955 -1.7117
C3 -0.4391 0.0423 1.2689
N1 0.5021 -0.7636 1.5574
O1 1.7597 -0.1921 1.3771
C4 -0.3536 1.4621 0.8097
H1 -1.4258 -0.4055 1.3590
H2 -1.6710 -0.6997 -2.2272
H3 -0.9835 -1.9877 -1.0926
H4 1.2075 -0.8653 -1.1272
H5 0.5399 0.4175 -2.2754
H6 2.3518 -0.8973 1.6671
H7 -0.8003 2.1207 1.5621
H8 0.6775 1.7691 0.6383
H9 -0.9198 1.5883 -0.1191



C4H9NO | ωB97M-V/def2-TZVPD

## Properties
**Orbital gap**: 10.82 eV
**Energy above the lowest of the compared OMol25 structures with the same formula, charge and spin**: 315.5 kJ/mol
**Charge**: 0

CARTESIAN COORDINATES (ANGSTROEM)
C1 -0.7789 -0.1795 -0.2414
C2 -0.6866 1.3198 -0.1547
O1 -0.5149 1.9313 0.8736
C3 0.5724 -0.6507 -0.7641
C4 1.8204 -0.2831 -0.0478
N1 1.2668 -1.6284 0.0618
H1 -2.9942 0.5709 1.8482
H2 -1.5961 -0.4835 -0.9078
H3 -0.9393 -0.6136 0.7488
H4 -0.6844 1.8518 -1.1306
H5 -2.3873 1.0012 1.8535
H6 0.6553 -0.7370 -1.8466
H7 1.7609 0.3183 0.8580
H8 2.7183 -0.1295 -0.6445
H9 1.7875 -2.2881 -0.5063



Looking at LUMO for the records above, in order, we have 0.98, 1.01, 0.76, 0.80, 0.98, 0.35, 0.99, 0.97 eV.